ORCA calculation (ωB97M-V/def2-TZVPD) on a cluster of 7 separate species, C26H48O21 in total in a non-equilibrium geometry.

```
95
Properties=species:S:1:pos:R:3:mulliken_charge:R:1
C -4.72235 3.38226 -2.02440 0.27
C -5.15845 4.78008 -1.56352 -0.34
O -4.29357 5.64874 -2.25233 -0.36
C -3.22704 4.94318 -2.73461 0.62
O -2.28143 5.44853 -3.23289 -0.50
O -3.42355 3.62101 -2.58358 -0.26
H -5.35707 2.96540 -2.80301 0.30
H -4.61332 2.69479 -1.18946 -0.37
H -5.05318 4.90060 -0.48389 0.27
H -6.20453 4.95377 -1.81005 0.33
C 0.47293 1.37508 -0.42095 -0.97
C -0.57369 0.40638 0.05558 0.87
C -2.03685 0.81175 -0.09765 0.12
O -2.67595 -0.43377 -0.40884 -0.40
C -1.74298 -1.34589 -0.77840 0.34
O -1.99644 -2.46317 -1.08619 -0.60
O -0.50972 -0.79667 -0.74422 0.06
H 1.40911 0.81407 -0.31271 -0.18
H 0.53944 2.26506 0.19789 0.46
H 0.39733 1.56239 -1.49096 0.23
H -0.41545 0.06607 1.08161 0.01
H -2.15514 1.49621 -0.94035 -0.17
H -2.43229 1.16527 0.85107 0.27
C -6.22189 -2.09044 1.74439 -0.46
O -6.90325 -1.28468 2.70681 -0.35
C -6.66072 0.02073 2.79818 0.73
O -7.26338 0.74625 3.53139 -0.57
O -5.65805 0.40117 1.99813 -0.26
C -5.33188 1.77565 1.98642 -0.16
H -6.65034 -1.94196 0.75298 0.26
H -6.38848 -3.11584 2.05881 0.27
H -5.15706 -1.88048 1.69692 0.19
H -5.12465 2.07746 0.96214 -0.27
H -4.46521 1.96257 2.61905 0.25
H -6.18035 2.35699 2.35071 0.42
C 2.57610 3.86712 3.65048 -0.92
C 2.30890 2.97929 4.85600 -0.38
O 1.16129 2.16623 4.61173 -0.22
C 0.06010 2.38370 5.35439 0.57
O -0.00541 3.09905 6.30703 -0.58
O -0.98821 1.69237 4.90996 -0.37
C -0.81340 0.80758 3.80608 -0.33
H 2.96950 3.27394 2.82393 0.09
H 3.27209 4.67207 3.87580 0.38
H 1.63409 4.33595 3.35993 0.31
H 2.10594 3.59733 5.73221 0.47
H 3.15829 2.34070 5.09346 0.26
H -1.78901 0.40615 3.54190 0.35
H -0.17236 -0.03076 4.07165 0.27
H -0.39350 1.34634 2.95903 0.10
C 4.08411 0.48690 0.76342 -0.91
C 3.69177 0.41483 2.24571 0.26
O 3.64071 -0.93338 2.71407 -0.36
C 2.48333 -1.58084 2.53171 0.64
O 1.45551 -1.08689 2.15548 -0.44
O 2.58328 -2.88442 2.77637 -0.32
C 3.76887 -3.40321 3.38401 -0.71
H 3.50869 -0.25676 0.21041 0.01
H 5.15257 0.35285 0.62610 0.41
H 3.76640 1.46436 0.39923 0.34
H 2.71287 0.87419 2.37403 -0.16
H 4.42547 0.95542 2.83902 0.36
H 3.87556 -3.07126 4.41633 0.30
H 4.65082 -3.09695 2.82547 0.30
H 3.66438 -4.48240 3.36346 0.27
C -1.48120 0.98516 -4.15822 -0.67
C -0.63442 -0.24458 -4.36845 -0.32
O 0.73906 0.14020 -4.08741 -0.22
C 1.68896 -0.60666 -4.64886 0.85
O 1.52453 -1.51736 -5.41200 -0.56
O 2.87095 -0.15748 -4.20713 -0.41
C 3.99862 -0.96069 -4.48956 -0.55
H -2.34836 0.98459 -4.81216 0.48
H -0.86653 1.86980 -4.33345 0.29
H -1.79150 1.09751 -3.11781 -0.16
H -0.71182 -0.62859 -5.38089 0.45
H -0.80901 -1.02325 -3.62446 0.10
H 3.92568 -1.39364 -5.48498 0.36
H 4.15162 -1.72642 -3.72731 0.04
H 4.87727 -0.31600 -4.43875 0.31
C 1.20985 -3.89799 -0.85214 -1.08
C 1.86242 -3.26408 -2.06328 0.14
O 3.09783 -3.94990 -2.31522 -0.19
C 3.31590 -4.36235 -3.58658 0.70
O 2.63650 -4.08591 -4.52763 -0.50
O 4.42555 -5.09130 -3.68875 -0.36
C 5.17027 -5.44510 -2.53740 -0.63
H 1.81218 -3.74754 0.04610 0.12
H 1.15547 -4.97611 -1.02279 0.42
H 0.21030 -3.50912 -0.67497 0.15
H 2.11932 -2.22569 -1.84276 -0.05
H 1.19336 -3.30505 -2.91706 0.42
H 4.72372 -6.29154 -2.01633 0.27
H 5.27522 -4.59433 -1.86563 0.25
H 6.16900 -5.73468 -2.85661 0.28
```

As for the highest occupied orbital energy: -10.461 eV. The multiplicity is 1. The value obtained for the total energy is -70738.3590 eV. The SMILES is C[C@H]1COC(=O)O1.CCOC(=O)OC.CCOC(=O)OC.CCOC(=O)OC.CCOC(=O)OC.COC(=O)OC.O=C1OCCO1. The value obtained for the gap between HOMO and LUMO is 10.60 eV. The LUMO energy comes out at 0.005 hartree. Its total charge is 0.